1.
{"formula": "C22H42O39S9", "method": "the ωB97M-V functional and the def2-TZVPD basis", "multiplicity": 1, "homo_ha": -0.3973, "symbols": ["S", "S", "S", "S", "S", "S", "S", "S", "S", "O", "O", "O", "O", "O", "O", "O", "O", "O", "O", "O", "O", "O", "O", "O", "O", "O", "O", "O", "O", "O", "O", "O", "O", "O", "O", "O", "O", "O", "O", "O", "O", "O", "O", "O", "O", "O", "O", "O", "C", "C", "C", "C", "C", "C", "C", "C", "C", "C", "C", "C", "C", "C", "C", "C", "C", "C", "C", "C", "C", "C", "H", "H", "H", "H", "H", "H", "H", "H", "H", "H", "H", "H", "H", "H", "H", "H", "H", "H", "H", "H", "H", "H", "H", "H", "H", "H", "H", "H", "H", "H", "H", "H", "H", "H", "H", "H", "H", "H", "H", "H", "H", "H"], "coordinates": [[2.451276, 4.618553, -1.684565], [-3.995827, -2.656390, 1.380339], [-2.198466, -3.556504, -3.016305], [4.171296, -0.206174, 1.179341], [2.485413, -5.539462, 3.745903], [-2.047730, 5.136987, -0.607665], [-1.043282, 2.009280, 2.540521], [-6.051673, 2.062271, 3.008112], [3.085480, -0.340063, -4.515806], [-1.504502, 0.639764, 2.514238], [-4.940387, 1.263261, 2.330335], [1.565587, 3.313546, -1.688379], [-1.716326, 6.199971, -1.770897], [2.150080, 5.414463, -0.548590], [-3.213625, -3.804185, 1.226491], [1.046628, -5.407714, 3.176410], [-2.139952, 3.970211, -1.609838], [2.442654, 5.021405, -3.094157], [-3.545371, -3.778878, -3.326890], [5.465078, 0.272662, 0.330885], [3.042744, -1.888077, -4.508606], [1.790645, 0.218567, -4.626611], [0.864252, -0.755634, -1.372856], [2.770157, -6.911141, 3.995374], [-1.663759, -4.908755, -2.398771], [-5.017974, -2.913184, 2.528090], [-2.197852, 2.916209, 2.052368], [4.161910, -1.610673, 1.210092], [-1.255270, -3.706941, -4.302118], [0.365869, -2.601202, -0.213897], [2.707017, -4.474453, 4.673585], [0.177692, 2.389800, 1.927593], [4.590000, 0.376399, 2.508195], [-1.114906, 2.443028, 4.019566], [-4.663074, -1.994599, 0.285528], [3.224535, -5.234116, 2.474797], [3.048249, 0.572491, 0.792817], [-5.286126, 2.947876, 3.834446], [-3.339037, 5.444036, -0.020824], [-1.616306, -2.514568, -2.187766], [-6.606068, 2.709427, 1.744497], [-3.192127, -1.513810, 2.081102], [-7.101776, 1.268416, 3.523797], [3.743547, 3.770922, -1.324728], [-0.910077, 5.003403, 0.217134], [2.000895, -2.744929, -1.780543], [4.168143, 0.044377, -5.328031], [3.623961, -0.261362, -3.031451], [4.515511, -1.331894, -2.792000], [-4.935625, 1.389905, 0.865681], [-1.398790, 4.078321, -2.913156], [-0.259776, -4.987200, -2.644874], [6.326069, 1.036295, 1.156195], [-1.077602, 0.601260, -0.924523], [2.387381, -4.601455, 1.518703], [-0.025666, -4.320168, -3.971712], [-2.292450, 4.035834, 2.892752], [4.106293, -2.421832, -3.686880], [1.049792, -5.201737, 1.771127], [2.319589, 2.138659, -2.121252], [-3.567996, -1.396116, 3.468900], [-2.159254, 3.422012, 4.222507], [-0.041116, -0.298179, -0.352006], [-5.769722, 2.618254, 0.614386], [1.162654, -2.145485, -1.160436], [-0.590342, -1.602706, 0.251536], [-4.971178, -1.844239, 3.529106], [-1.014055, 5.609406, -2.829219], [3.755787, 2.568556, -2.068586], [6.044415, 0.546242, 2.599251], [-2.828577, -1.961870, 4.044925], [-2.152461, 3.716557, -3.634999], [-1.881467, 4.141876, 5.019046], [-1.452501, 4.713752, 2.645421], [0.207592, -4.515083, 1.565500], [-0.460949, 3.483620, -2.848578], [-0.700557, -1.631439, 1.347489], [-0.697860, 1.504255, -1.446578], [-3.925597, 1.511772, 0.523111], [1.972225, 1.772219, -3.100846], [-1.722546, 0.780082, -0.061330], [0.619918, 0.133418, 0.445365], [0.242561, -4.586409, -1.790236], [-5.656760, -1.004113, 3.292898], [6.484817, -0.405937, 2.773100], [-0.082608, -6.037551, -2.724086], [-1.204034, 6.170809, -3.724652], [0.768026, -3.588650, -3.806404], [-1.524162, -1.965363, -0.139143], [0.043703, 5.628738, -2.620355], [-3.066474, 2.880647, 4.496010], [4.360843, -1.610364, -1.757823], [-5.100526, 3.510155, 0.551113], [4.223174, 1.849053, -1.394486], [5.931935, 2.079097, 1.100576], [5.521766, -0.976275, -2.940511], [4.927202, -2.695441, -4.353149], [6.326492, 1.265121, 3.394661], [2.748457, -4.874227, 0.566011], [2.405765, -3.491577, 1.608621], [4.236052, 2.699906, -3.028524], [0.257906, -4.875534, -4.841486], [-3.274661, 4.468776, 2.705466], [3.717849, -3.320278, -3.242478], [-1.741066, -0.040682, -1.482572], [-3.455521, -0.339493, 3.713906], [-6.364082, 2.586435, -0.273612], [1.054584, -6.141347, 1.288844], [-5.382052, 0.487549, 0.479251], [7.358772, 1.066027, 0.812780], [2.076586, 1.302683, -1.461036], [-5.157297, -2.289161, 4.531024]], "forces_ev_per_a": [[-0.05, -1.76, -1.56], [-1.64, 2.43, -1.14], [3.25, -0.71, 1.15], [-0.43, 1.29, -1.61], [0.12, -0.70, 2.55], [-0.80, 1.51, -0.78], [0.08, -2.33, -0.31], [0.82, 0.58, 1.70], [0.50, -0.49, 0.82], [0.67, 0.92, -0.64], [1.57, -1.76, -1.81], [-1.31, -0.67, 0.19], [-0.97, 0.61, 0.90], [0.05, 0.37, -1.07], [0.89, -1.38, -0.63], [-1.47, 0.07, 0.57], [-0.36, -2.21, -0.70], [0.44, 0.51, 2.47], [-0.81, 0.98, -0.30], [-0.15, -1.00, -0.22], [-0.88, -1.35, -0.38], [0.11, -0.11, -0.05], [0.89, -2.73, -0.08], [-0.12, 0.17, 1.07], [-0.57, -0.35, 0.40], [-0.93, 0.08, 1.25], [-0.91, -0.58, -1.85], [-0.19, -1.18, -0.36], [-1.37, 1.15, -0.71], [0.51, -0.55, 0.62], [-0.24, -0.86, 0.21], [0.05, -0.26, 0.16], [1.67, 0.97, 2.90], [0.68, 0.74, 1.64], [0.61, -1.12, 0.36], [1.91, 0.90, -2.87], [-0.30, -0.60, -0.68], [-1.15, 0.39, 0.36], [1.65, -0.64, -0.92], [-1.65, -0.43, -1.44], [-1.70, 1.48, -1.07], [0.45, 0.42, 0.41], [-0.05, -0.30, 0.66], [1.03, 1.64, 0.04], [0.35, -0.10, 0.64], [-0.63, 0.15, 0.61], [0.63, 0.93, -1.30], [-0.91, 1.34, 0.64], [0.21, 0.84, 1.89], [-0.46, -0.70, 0.55], [-0.44, 0.95, 1.81], [-0.75, -1.60, 0.27], [-0.68, 2.08, 1.07], [-0.51, -0.17, 0.70], [0.19, 2.03, -0.15], [0.98, 1.64, 0.32], [-0.09, 1.76, -0.56], [0.15, -1.31, -2.34], [-0.69, 1.21, 0.41], [-1.66, -0.44, -0.61], [1.92, 1.07, -0.05], [-0.21, 0.13, 1.72], [1.48, -0.58, 1.25], [1.73, 1.37, -0.09], [-0.79, 3.26, -0.48], [-0.03, -0.37, 0.05], [-0.76, -0.59, 0.56], [0.59, -1.26, -0.65], [0.40, -0.92, 0.90], [-0.09, 0.77, -1.00], [-0.41, -0.17, 0.08], [0.71, 0.46, 0.14], [0.07, -0.63, -0.48], [-0.59, -0.05, 0.16], [0.44, -0.74, -0.31], [-0.97, 0.18, -0.15], [0.67, 0.15, -0.45], [-0.40, -0.66, 0.51], [0.46, -0.10, 0.08], [0.14, 0.83, 0.25], [0.08, 0.97, 0.06], [-0.72, 0.25, -0.77], [0.58, 0.49, 0.14], [0.12, -0.87, -0.01], [0.35, -0.86, 0.32], [0.38, -0.74, 0.18], [-0.24, 0.18, -0.35], [-0.17, 0.38, -0.28], [-0.44, 0.39, -0.33], [0.35, 0.27, 0.02], [0.08, 0.12, 0.07], [0.14, 0.00, 0.27], [-0.59, -0.43, 0.15], [0.66, 0.12, -0.55], [0.48, -0.45, 0.07], [0.41, -0.04, -0.16], [-0.07, -0.03, -0.06], [-0.59, -0.42, -0.59], [0.50, -0.13, -1.12], [0.13, -0.76, 0.20], [0.15, -0.05, -0.13], [-0.02, -0.94, -0.13], [0.24, 0.24, 0.11], [-0.18, -0.01, 0.43], [0.01, 0.08, -1.11], [0.00, -0.14, 0.02], [-0.47, -0.20, -0.38], [-0.79, -1.12, -0.61], [0.00, -0.33, -0.21], [-0.13, -0.62, -0.01], [0.16, 0.52, 0.35], [-0.35, 0.23, -0.87]], "mulliken_charge": [0.937, 1.275, 0.906, 1.082, 1.113, 1.225, 1.069, 1.239, 1.272, -0.414, -0.136, 0.100, -0.412, -0.528, -0.555, -0.325, -0.263, -0.574, -0.610, -0.333, -0.309, -0.607, 0.215, -0.573, -0.466, -0.402, -0.117, -0.657, -0.419, -0.210, -0.561, -0.659, -0.301, -0.323, -0.643, -0.360, -0.349, -0.618, -0.672, -0.153, -0.383, 0.089, -0.627, -0.374, -0.475, -0.281, -0.684, -0.171, 0.048, 0.415, 0.358, 0.026, -0.294, -0.629, -0.145, 0.328, -0.512, -0.309, 0.190, 0.454, -0.279, -0.298, 1.322, -0.173, -0.108, -0.596, -0.111, -0.208, 0.426, -0.507, 0.346, 0.328, 0.319, 0.263, -0.073, -0.374, 0.436, -0.329, -0.520, -0.336, -0.299, 0.233, -0.212, 0.140, 0.318, 0.425, 0.340, -0.279, -0.191, 0.058, 0.193, -0.177, 0.178, -0.079, 0.232, 0.379, 0.331, 0.324, 0.268, 0.105, 0.274, 0.370, 0.396, 0.169, 0.585, -0.050, 0.326, 0.393, 0.416, 0.403, -0.323, 0.317]}

---

2.
{"formula": "C22H43Br2Cl30O4PS", "method": "the ωB97M-V functional and the def2-TZVPD basis", "multiplicity": 1, "homo_ha": -0.3524, "symbols": ["Br", "Br", "Cl", "Cl", "Cl", "Cl", "Cl", "Cl", "Cl", "Cl", "Cl", "Cl", "Cl", "Cl", "Cl", "Cl", "Cl", "Cl", "Cl", "Cl", "Cl", "Cl", "Cl", "Cl", "Cl", "Cl", "Cl", "Cl", "Cl", "Cl", "Cl", "Cl", "S", "P", "O", "O", "O", "O", "C", "C", "C", "C", "C", "C", "C", "C", "C", "C", "C", "C", "C", "C", "C", "C", "C", "C", "C", "C", "C", "C", "H", "H", "H", "H", "H", "H", "H", "H", "H", "H", "H", "H", "H", "H", "H", "H", "H", "H", "H", "H", "H", "H", "H", "H", "H", "H", "H", "H", "H", "H", "H", "H", "H", "H", "H", "H", "H", "H", "H", "H", "H", "H", "H"], "coordinates": [[2.435262, 2.053092, 2.281070], [2.060414, 1.100106, -2.373076], [-0.793695, -2.013358, 3.918919], [4.771010, 7.635915, 4.848468], [-7.572261, -3.228577, -7.765538], [-5.487036, -3.793695, -0.584064], [7.162302, -3.910813, 1.000936], [1.175751, -3.840228, -3.146636], [-1.023134, 0.667416, 4.235419], [0.228408, -2.333980, -0.837375], [-6.336892, -6.275187, -1.856413], [6.116536, -2.895254, 6.737145], [4.643434, 4.096816, -0.361018], [7.799805, -1.072671, 0.807368], [-0.534371, 6.927482, 4.430013], [-3.028990, -1.248264, -7.899840], [3.776866, 4.901308, 4.668119], [-2.001498, -7.059445, -3.328539], [4.709531, 1.510314, 4.633228], [5.294027, -0.870462, 3.055510], [-5.514975, -1.585213, -3.832305], [1.892637, -1.464985, 2.928043], [2.237926, 2.920410, -5.291453], [-7.331461, -4.373296, -10.435850], [-0.028990, 3.402024, 4.415768], [3.710329, -3.582950, 5.241761], [-2.034371, -6.439960, -0.480016], [1.290583, 4.426658, -2.982193], [-8.288303, -1.122198, -4.602499], [7.416762, 3.633801, 0.409175], [-4.023134, -3.982871, -8.080189], [-0.501498, 6.307997, 1.581490], [-2.696819, 2.378279, 0.299665], [-2.966590, -1.060845, -0.439114], [-2.823305, 1.109399, 1.427264], [-3.808527, 2.426108, -0.773345], [-4.420039, -0.551029, -0.792887], [-2.839691, 3.713127, 1.130116], [-1.421250, 2.338621, 4.652048], [8.456561, -2.707832, 0.948656], [-7.040704, -0.809786, -3.389692], [4.676494, -3.919186, 6.683452], [5.013433, -0.230525, 4.679329], [0.857450, -1.559416, 4.357894], [3.378750, 6.572513, 5.084748], [-2.922662, -7.168346, -1.823680], [-0.934745, 2.469389, -0.435055], [3.986827, 0.832176, -0.161986], [2.347323, 0.659861, -0.444412], [-7.964411, -3.029289, -9.477713], [-0.531482, 0.092103, 0.637827], [-6.823702, -4.648941, -1.363114], [-4.421250, -2.311666, -7.663560], [1.344986, -2.351975, -2.207752], [2.407161, 4.408663, -4.352569], [-1.422662, 6.199096, 3.086349], [1.614383, 1.830362, 0.436470], [-2.116976, -0.106352, 0.999703], [5.891033, 4.409227, 0.851788], [0.004611, 1.639495, 0.658724], [2.559101, 6.912582, 4.447162], [3.072760, 6.614660, 6.132886], [1.800776, 2.856997, -0.134095], [-0.339564, -0.339144, -0.447141], [4.302748, 1.981805, -0.144559], [-4.727240, -2.269519, -6.615422], [-7.655912, -4.724875, -0.659082], [2.369106, -2.282196, -1.833173], [-2.240899, 2.678691, 4.014462], [-1.727240, 2.380768, 5.700186], [-0.279650, 2.085665, 1.714181], [-7.373961, -1.204207, -2.426691], [-0.580539, 3.591805, -0.392022], [4.145328, -0.731843, 5.114155], [-3.124407, -2.456526, -0.010004], [2.093466, -0.438258, -0.132583], [3.431281, 4.478442, -3.977991], [9.095777, -2.910227, 0.085847], [0.839409, -0.583535, 4.849147], [4.985531, -4.967166, 6.668186], [-1.610677, 5.146834, 3.313052], [-7.137971, -4.088199, -2.246737], [0.187114, -0.534825, 1.351569], [1.129361, -1.497406, -2.853666], [5.557775, 4.014806, 1.814789], [-5.240899, -1.971597, -8.301146], [4.305737, 0.284749, 0.847908], [-6.882254, 0.268555, -3.311827], [-3.872305, -6.642537, -1.948949], [-2.372305, 6.724905, 2.961080], [9.044042, -2.777091, 1.867382], [-7.522904, -2.096797, -9.837599], [2.191536, 5.263232, -4.998483], [4.526726, 0.245857, -1.038473], [4.069596, -3.726406, 7.571428], [-0.897384, 2.025567, -1.517256], [-2.151585, -0.851092, 1.932135], [6.049483, 5.487568, 0.929654], [-2.061824, -1.120460, -1.580142], [1.262685, -2.309235, 5.041666], [5.896168, -0.421458, 5.294399], [-3.110677, -8.220608, -1.596977], [-9.050478, -2.991442, -9.591843]], "forces_ev_per_a": [[-0.47, -0.25, -1.53], [-0.12, -0.59, 1.18], [0.19, -1.14, 0.02], [-0.04, 0.08, 0.03], [-0.27, 0.07, 0.06], [-0.19, 0.02, -0.04], [0.06, -0.07, 0.02], [0.07, 0.08, 0.00], [-0.80, 1.37, 0.13], [0.57, -1.24, -0.24], [-0.30, -0.06, -0.07], [0.04, -0.09, 0.12], [-0.03, 0.81, -0.12], [0.19, 0.03, -0.11], [-0.03, 0.05, 0.12], [0.00, 0.12, 0.03], [-0.12, -0.07, -0.01], [-0.07, -0.05, -0.05], [0.10, 0.07, 0.28], [0.13, -0.08, 0.24], [0.00, -0.05, 0.01], [0.14, -0.18, 0.26], [0.06, 0.06, -0.14], [-0.05, 0.08, -0.08], [-0.04, 0.03, 0.16], [-0.03, -0.10, -0.01], [-0.07, 0.01, 0.10], [-0.04, 0.33, 0.02], [-0.12, 0.00, -0.01], [0.00, 0.02, 0.07], [-0.06, -0.01, 0.02], [-0.02, -0.06, 0.01], [-4.64, 6.78, -0.60], [-5.06, 0.90, -0.96], [1.32, 0.37, -2.45], [4.45, -1.59, 3.33], [4.29, -1.25, 1.06], [1.28, -5.25, -1.78], [-0.27, 0.29, 0.12], [0.36, -0.04, 0.00], [0.07, 0.27, 0.39], [-0.12, -0.28, 0.31], [-0.03, -0.22, 0.18], [0.43, -0.19, 0.39], [-0.37, 0.17, 0.10], [-0.34, -0.13, -0.03], [1.76, -0.75, 0.78], [0.05, -0.83, -0.50], [2.28, 0.78, 2.48], [-0.17, 0.20, -0.16], [1.38, 0.39, -0.40], [-0.27, 0.28, 0.04], [-0.27, 0.09, 0.10], [0.27, -0.03, -0.49], [0.29, 0.25, -0.07], [-0.50, -0.23, -0.15], [-1.14, 0.24, -1.37], [1.72, -1.50, 1.07], [0.07, 0.21, 0.44], [-1.56, -0.03, 0.34], [0.28, -0.14, 0.07], [0.20, -0.07, -0.26], [-0.29, -2.20, 1.38], [-0.56, 1.57, 2.50], [-0.82, -3.19, -0.08], [0.14, -0.03, -0.27], [0.31, -0.07, -0.12], [-0.29, -0.09, 0.00], [0.24, -0.13, -0.03], [0.19, -0.08, -0.25], [0.72, -0.73, -2.14], [0.16, 0.04, -0.28], [-1.39, -2.10, -0.15], [0.17, 0.17, -0.21], [0.92, 1.05, -0.12], [-0.07, 2.21, -0.93], [-0.29, -0.14, -0.02], [-0.28, 0.07, 0.17], [0.05, -0.34, -0.27], [-0.02, 0.32, -0.12], [0.18, 0.34, -0.15], [0.23, -0.18, 0.14], [-1.93, 1.31, -1.41], [-0.05, -0.30, 0.22], [0.02, -0.03, -0.30], [0.38, -0.11, 0.14], [-0.93, 1.36, -2.18], [0.03, -0.33, -0.09], [0.47, -0.06, 0.04], [0.35, -0.02, 0.00], [-0.28, 0.05, -0.19], [-0.02, -0.28, 0.11], [-0.07, -0.29, 0.17], [-0.97, 1.38, 1.76], [0.17, 0.06, -0.28], [-0.29, 0.79, 2.13], [-0.18, 1.88, -1.96], [-0.04, -0.30, -0.15], [-0.48, 0.20, 1.00], [-0.15, 0.05, -0.33], [-0.22, 0.13, -0.28], [0.19, 0.27, -0.04], [0.31, -0.11, 0.09]], "mulliken_charge": [0.093, -0.141, -0.184, -0.171, -0.096, -0.041, -0.147, -0.146, 0.022, 0.021, -0.185, -0.141, -0.103, -0.097, -0.165, -0.172, -0.035, -0.159, -0.086, -0.037, -0.138, -0.062, -0.149, -0.139, -0.078, -0.076, -0.143, -0.053, -0.169, -0.156, -0.142, -0.154, 1.101, 0.425, -0.371, -0.564, -0.472, -0.605, -0.688, -0.299, -0.338, -0.295, -0.320, -0.393, -0.262, 0.281, -0.480, -0.178, 0.332, -0.329, 0.992, -0.238, 0.365, -0.157, -0.355, 0.304, -0.578, 0.118, -0.102, 0.615, 0.149, 0.306, 0.339, -0.073, -0.401, -0.060, 0.331, 0.293, 0.211, 0.481, -0.471, 0.255, 0.303, 0.082, -0.051, 0.012, 0.226, 0.288, 0.389, 0.301, -0.395, 0.133, -0.725, 0.082, 0.031, 0.007, -0.034, 0.359, -0.266, 0.376, 0.260, 0.270, 0.332, 0.386, 0.243, 0.289, 0.019, 0.347, 0.085, 0.291, 0.318, 0.292, 0.311]}